(1)
Computed, not measured: a structure of composition C23H22BrFMoN3O5SbSe4, with ωB97M-V/def2-TZVPD.

Geometry as XYZ:
```
61
C23H22BrFMoN3O5SbSe4 ωB97M-V/def2-TZVPD
Mo -0.22 -0.94 -2.58
C 2.42 3.75 1.33
C 3.31 2.55 1.61
N 2.72 1.31 1.09
C 2.99 0.96 -0.17
C 2.33 -0.02 -0.86
C 2.69 -0.24 -2.31
O 3.77 0.16 -2.71
O 1.80 -0.87 -3.03
C 1.31 -0.71 -0.20
O 0.46 -1.49 -0.78
C 1.15 -0.49 1.20
C 0.23 -1.25 1.94
C -0.14 -0.85 3.18
F -0.99 -1.64 3.87
C 0.28 0.40 3.73
C 1.30 1.05 3.06
C 1.76 0.61 1.81
N -0.34 0.96 4.87
C -1.76 0.65 5.10
C -2.61 1.15 3.94
N -2.33 2.59 3.61
C -0.96 3.15 3.91
C -0.22 2.41 5.02
H 2.86 4.66 1.75
H 1.42 3.62 1.74
H 2.30 3.90 0.26
H 3.51 2.42 2.67
H 4.27 2.67 1.12
H 3.77 1.52 -0.68
H -0.23 -2.12 1.51
H 1.68 1.98 3.45
H -2.04 1.13 6.04
H -1.93 -0.41 5.23
H -3.68 1.06 4.15
H -2.39 0.60 3.03
H -3.05 3.19 4.02
H -2.39 2.63 2.53
H -1.08 4.20 4.14
H -0.42 3.06 2.97
H -0.62 2.65 6.00
H 0.82 2.73 5.03
Se -1.31 1.97 0.78
Sb -2.44 1.51 -1.37
Se -2.68 -0.96 -1.76
Se -0.31 1.49 -2.77
Se -4.22 2.98 -1.91
Br -0.09 -6.02 -3.64
C -0.54 -5.14 -5.26
C -0.74 -5.95 -6.36
C -1.05 -5.40 -7.59
C -1.17 -4.02 -7.73
C -0.97 -3.21 -6.63
C -0.65 -3.75 -5.38
C -0.47 -2.78 -4.28
O -0.36 -3.09 -3.06
O -0.44 -1.53 -4.55
H -0.64 -7.02 -6.25
H -1.21 -6.05 -8.44
H -1.42 -3.58 -8.69
H -1.05 -2.14 -6.71
```

E_tot (eV): -381458.2267
Expectation value of S²: 2.0233
Net charge: 0
Energy relative to the best compared isomer or geometry (same formula, charge and spin) (kcal/mol): 0.00
Multiplicity: 3

Atomic partial charges in e from the natural (NBO) method, atoms 1 to 2:
1. Mo 1.2181
2. C -0.6223

(2)
Computed, not measured: a cluster of 3 separate species, C22H42BrF2N5O6P in total in a non-equilibrium geometry, with ωB97M-V/def2-TZVPD.

Geometry as XYZ:
```
79
C22H42BrF2N5O6P ωB97M-V/def2-TZVPD
C -0.39 4.25 4.71
C -1.90 4.45 4.18
N -2.96 4.15 5.23
C -4.01 3.31 4.62
C -5.44 3.79 4.25
N -6.47 2.95 3.60
C -7.77 3.62 3.30
O -8.94 2.90 3.74
O -9.60 3.56 4.72
C -6.11 1.58 3.29
P -7.36 0.40 2.41
O -8.20 1.33 1.19
Br -8.85 -0.38 3.96
C -4.71 0.92 3.61
N -4.47 -0.51 3.27
C -3.38 -0.69 2.29
O -2.88 -1.84 2.13
F -2.99 0.46 1.53
C -4.19 -1.18 4.56
O -5.18 -1.34 5.34
F -2.92 -1.61 5.02
C -3.58 1.80 4.31
O -2.29 1.29 4.60
H 0.16 3.57 3.96
H 0.16 5.26 4.79
H -0.33 3.74 5.75
H -2.05 3.85 3.21
H -2.00 5.57 3.88
H -3.34 5.09 5.47
H -5.71 4.89 4.49
H -7.77 3.90 2.18
H -7.78 4.64 3.87
H -10.10 4.33 4.36
H -7.56 2.04 0.93
H -2.13 1.24 5.58
C 0.43 -1.88 2.22
C 0.97 -1.72 0.81
N 2.31 -2.27 0.63
C 2.95 -1.85 -0.62
C 2.30 -2.30 -1.93
C 2.47 -3.68 0.97
C 1.58 -4.70 0.25
H 1.13 -1.48 2.97
H -0.52 -1.35 2.32
H 0.23 -2.93 2.46
H 1.01 -0.64 0.61
H 0.25 -2.14 0.10
H 4.00 -2.17 -0.61
H 2.99 -0.76 -0.62
H 2.48 -3.35 -2.13
H 2.75 -1.74 -2.76
H 1.23 -2.11 -1.95
H 2.31 -3.79 2.05
H 3.52 -3.97 0.82
H 0.53 -4.39 0.23
H 1.62 -5.65 0.78
H 1.92 -4.88 -0.77
C 3.38 -0.03 -6.76
C 4.68 -0.64 -7.27
N 5.86 -0.22 -6.52
C 7.12 -0.54 -7.18
C 7.45 -2.02 -7.38
C 5.82 -0.47 -5.08
C 5.61 -1.91 -4.62
H 3.44 1.06 -6.70
H 2.56 -0.29 -7.43
H 3.11 -0.42 -5.77
H 4.79 -0.30 -8.31
H 4.58 -1.73 -7.30
H 7.94 -0.06 -6.65
H 7.11 -0.06 -8.17
H 7.75 -2.49 -6.45
H 8.30 -2.11 -8.07
H 6.62 -2.58 -7.82
H 5.03 0.14 -4.64
H 6.74 -0.08 -4.62
H 4.80 -2.41 -5.15
H 5.35 -1.92 -3.55
H 6.52 -2.51 -4.72
```

E_tot (eV): -127980.0781
Net charge: +1
Energy relative to the best compared isomer or geometry (same formula, charge and spin) (kcal/mol): 104.85
Multiplicity: 1

Atomic partial charges in e from the Mulliken method, atoms 1 to 2:
1. C -0.9874
2. C -0.1757

(3)
Computed, not measured: a structure of composition C4H6O2, with ωB97M-V/def2-TZVPD.

Geometry as XYZ:
```
12
C4H6O2 ωB97M-V/def2-TZVPD
C 2.64 0.72 -0.15
O 2.76 -0.09 0.74
C -0.33 -0.74 0.33
C -1.62 -0.95 0.60
C -1.92 0.17 -0.37
O -0.48 0.30 -0.58
H 3.37 1.54 -0.28
H 1.80 0.69 -0.86
H 0.66 -1.08 0.61
H -2.21 -1.61 1.22
H -2.32 1.10 0.05
H -2.42 -0.09 -1.31
```

E_tot (eV): -8337.1021
Net charge: 0
Energy relative to the best compared isomer or geometry (same formula, charge and spin) (kcal/mol): 77.46
Multiplicity: 1

Atomic partial charges in e from the natural (NBO) method, atoms 1 to 2:
1. C 0.2769
2. O -0.5144

(4)
Computed, not measured: an isolated molecule of C2H5N3 in a non-equilibrium geometry, with ωB97M-V/def2-TZVPD.

Geometry as XYZ:
```
10
C2H5N3 ωB97M-V/def2-TZVPD
C -1.54 -0.22 0.19
C 0.06 -0.16 -0.41
N -2.66 -0.06 0.33
N 0.52 1.22 -0.23
N 0.72 -1.31 0.17
H -0.13 -0.34 -1.46
H -0.23 1.88 -0.45
H 0.80 1.39 0.78
H 0.77 -1.05 1.10
H 1.69 -1.34 -0.04
```

SMILES string: N#CC(N)N
E_tot (eV): -6623.9867
Net charge: 0
Energy relative to the best compared isomer or geometry (same formula, charge and spin) (kcal/mol): 21.92
Multiplicity: 1

Atomic partial charges in e from the natural (NBO) method, atoms 1 to 2:
1. C 0.1908
2. C 0.1227

(5)
Computed, not measured: a structure of composition C19H42AsAuO3S4Si, with ωB97M-V/def2-TZVPD.

Geometry as XYZ:
```
71
C19H42AsAuO3S4Si ωB97M-V/def2-TZVPD
Au -0.13 -0.33 -1.74
C -0.55 -4.02 -4.52
C -0.05 -2.92 -3.62
S -1.28 -1.76 -3.13
C 1.22 -2.83 -3.18
C 2.28 -3.87 -3.39
S 1.78 -1.40 -2.32
H -1.60 -3.87 -4.77
H -0.47 -5.00 -4.03
H 0.02 -4.07 -5.45
H 1.84 -4.82 -3.70
H 2.83 -4.03 -2.47
H 3.00 -3.57 -4.16
C -3.54 0.24 3.00
C -2.80 0.51 1.69
C -2.90 -0.70 0.79
C -3.36 1.75 1.01
O -1.46 0.80 2.06
Si 0.06 0.27 1.82
S 1.00 0.86 -0.02
O -0.01 -1.34 2.11
C 0.93 -2.41 2.25
C 0.18 -3.49 3.01
C 2.15 -1.95 3.03
C 1.34 -2.92 0.88
O 0.96 0.96 2.99
C 1.37 2.30 3.27
C 1.45 2.39 4.78
C 0.37 3.31 2.72
C 2.75 2.52 2.65
H -4.61 0.09 2.82
H -3.42 1.09 3.68
H -3.14 -0.65 3.48
H -3.95 -0.93 0.57
H -2.44 -1.57 1.26
H -2.40 -0.52 -0.16
H -4.40 1.60 0.72
H -2.77 1.99 0.13
H -3.31 2.60 1.69
H -0.12 -3.12 3.99
H 0.81 -4.37 3.16
H -0.71 -3.79 2.46
H 1.87 -1.58 4.01
H 2.66 -1.15 2.49
H 2.85 -2.78 3.15
H 0.46 -3.22 0.30
H 2.00 -3.78 0.98
H 1.86 -2.14 0.32
H 0.46 2.24 5.22
H 1.82 3.37 5.09
H 2.12 1.63 5.17
H -0.62 3.13 3.14
H 0.30 3.24 1.63
H 0.69 4.32 2.98
H 3.46 1.80 3.07
H 3.11 3.52 2.87
H 2.71 2.39 1.57
C -1.34 3.85 -4.46
As -0.49 2.30 -3.71
C -0.09 1.14 -5.20
C 1.18 2.91 -2.98
S -1.81 1.47 -2.27
H -0.69 4.29 -5.22
H -1.53 4.57 -3.67
H -2.28 3.55 -4.91
H 0.82 1.48 -5.68
H -0.93 1.18 -5.90
H 0.03 0.13 -4.83
H 1.93 2.95 -3.77
H 1.50 2.24 -2.19
H 1.03 3.91 -2.56
```

E_tot (eV): -142282.9776
Net charge: 0
Energy relative to the best compared isomer or geometry (same formula, charge and spin) (kcal/mol): 2.06
Multiplicity: 1

Atomic partial charges in e from the Mulliken method, atoms 1 to 2:
1. Au 1.2250
2. C -1.6531

(6)
Computed, not measured: a cluster of 2 separate species, C5H5NO2 in total in a non-equilibrium geometry, with ωB97M-V/def2-TZVPD.

Geometry as XYZ:
```
13
C5H5NO2 ωB97M-V/def2-TZVPD
C 0.52 1.68 -1.98
C 0.50 -2.46 0.21
C 0.29 -1.16 0.13
C -0.77 2.32 2.53
C -0.28 -0.55 -1.46
N -0.12 0.66 -1.81
O 0.06 2.91 2.03
O -1.58 1.70 3.05
H 0.16 2.77 -2.09
H 1.03 -2.93 1.01
H 0.19 -3.29 -0.36
H 0.54 -0.33 0.88
H -0.54 -1.33 -2.13
```

E_tot (eV): -10846.8041
Net charge: 0
Energy relative to the best compared isomer or geometry (same formula, charge and spin) (kcal/mol): 104.02
Multiplicity: 1

Atomic partial charges in e from the natural (NBO) method, atoms 1 to 2:
1. C -0.0118
2. C -0.4269

(7)
Computed, not measured: a cluster of 14 separate species, H28O14 in total in a non-equilibrium geometry, with ωB97M-V/def2-TZVPD.

Geometry as XYZ:
```
42
H28O14 ωB97M-V/def2-TZVPD
O 3.74 1.49 0.10
H 3.09 0.98 -0.34
H 4.50 0.97 -0.05
O 1.70 3.50 1.15
H 2.42 3.79 0.61
H 1.76 2.51 1.04
O 0.57 -3.72 -0.03
H 1.25 -3.85 0.64
H 0.17 -2.88 0.08
O -1.01 -0.36 2.51
H -0.57 -0.51 1.62
H -0.51 0.38 2.84
O -1.16 1.98 0.31
H -0.32 2.39 0.25
H -1.61 2.48 -0.36
O -3.17 -0.23 -0.17
H -2.60 0.23 -0.80
H -3.33 0.46 0.44
O -0.21 -2.68 -2.53
H -0.18 -3.44 -1.99
H -0.34 -1.93 -1.92
O 2.74 -1.64 -1.06
H 2.06 -1.33 -1.64
H 3.57 -1.24 -1.27
O -2.22 -2.77 0.36
H -2.33 -1.84 0.64
H -2.84 -3.27 0.85
O -3.50 1.69 1.89
H -4.29 2.19 1.73
H -2.69 1.85 1.35
O 1.95 0.26 1.86
H 1.52 -0.35 2.48
H 2.78 -0.21 1.76
O 1.15 1.72 -1.22
H 1.04 0.97 -1.77
H 0.68 2.43 -1.69
O -1.47 0.07 -2.42
H -0.55 -0.14 -2.61
H -1.90 0.60 -3.10
O -0.06 -0.57 0.10
H -0.62 0.21 0.03
H 0.79 -0.20 0.35
```

E_tot (eV): -29119.0081
Net charge: 0
Energy relative to the best compared isomer or geometry (same formula, charge and spin) (kcal/mol): 60.96
Multiplicity: 1

Atomic partial charges in e from the natural (NBO) method, atoms 1 to 2:
1. O -0.9298
2. H 0.4682

(8)
Computed, not measured: an isolated molecule of C4H5N3O in a non-equilibrium geometry, with ωB97M-V/def2-TZVPD.

Geometry as XYZ:
```
13
C4H5N3O ωB97M-V/def2-TZVPD
C -0.86 0.59 0.70
C -2.13 1.10 0.80
C -0.67 -0.28 -0.42
C 0.59 -1.09 -0.35
N -3.02 0.97 -0.20
N -1.50 -0.35 -1.41
N -2.70 0.44 -1.32
O -3.43 0.48 -2.27
H -0.16 0.62 1.48
H -2.54 1.71 1.66
H 0.40 -2.08 -0.67
H 1.36 -0.69 -1.01
H 0.92 -1.13 0.65
```

SMILES string: Cc1ccn[n+]([O-])n1
E_tot (eV): -10743.2836
Net charge: 0
Energy relative to the best compared isomer or geometry (same formula, charge and spin) (kcal/mol): 99.88
Multiplicity: 1

Atomic partial charges in e from the natural (NBO) method, atoms 1 to 2:
1. C -0.3379
2. C 0.0622